146
Properties=species:S:1:pos:R:3 method="wB97M-V/def2-TZVPD" total_charge=+1 homo_lumo_gap_ev=6.016 total_energy_ha=-3556.16596 homo_energy_ev=-9.2 mol_weight_g_mol=1093.98
C 4.039 0.479 1.175
C 3.605 1.686 0.892
N 3.961 2.307 -0.426
C 4.434 3.729 -0.099
C 5.966 3.708 -0.031
F 6.515 3.412 -1.199
F 6.341 2.766 0.839
F 6.451 4.856 0.384
C 3.890 4.837 -0.999
I 4.107 6.768 -0.026
N 2.494 4.703 -1.343
I 1.916 5.931 -2.863
C 1.852 3.376 -1.345
C 0.849 3.291 -0.168
C -0.587 2.869 -0.500
C -1.274 3.649 -1.629
O -1.920 2.756 -2.538
C -3.105 2.204 -2.001
C 2.898 2.222 -1.460
C 3.462 2.334 -2.923
C 4.923 2.010 -3.136
C 5.677 2.951 -3.847
C 7.024 2.748 -4.136
C 7.689 1.594 -3.731
C 9.135 1.340 -4.050
C 6.954 0.656 -3.003
C 5.599 0.857 -2.731
P 1.909 0.669 -1.453
O 1.256 0.305 -0.195
O 0.855 0.962 -2.609
O 2.845 -0.507 -1.979
H 4.397 -0.157 0.372
H 4.078 0.077 2.172
H 2.957 2.231 1.557
H 4.816 1.792 -0.674
H 4.131 3.954 0.919
H 4.498 4.880 -1.906
H 1.298 3.286 -2.272
H 1.171 2.655 0.652
H 0.781 4.296 0.240
H -0.681 1.801 -0.646
H -1.149 3.069 0.413
H -0.586 4.218 -2.247
H -2.050 4.292 -1.212
H -3.713 1.869 -2.837
H -2.892 1.315 -1.406
H -3.697 2.929 -1.441
H 2.860 1.723 -3.592
H 3.308 3.348 -3.275
H 5.214 3.862 -4.202
H 7.561 3.489 -4.711
H 9.805 1.811 -3.339
H 9.300 0.266 -4.023
H 9.359 1.646 -5.067
H 7.422 -0.249 -2.645
H 5.088 0.077 -2.179
H 0.214 0.237 -2.636
H 2.506 -0.915 -2.786
C -7.319 -1.214 -0.573
C -6.054 -1.458 0.237
N -5.312 -0.247 0.531
C -3.984 -0.500 1.057
C -3.855 -1.198 2.417
C -6.063 0.805 1.195
C -6.722 0.481 2.543
H -7.093 -0.678 -1.496
H -7.775 -2.169 -0.837
H -8.062 -0.645 -0.014
H -5.408 -2.117 -0.350
H -6.322 -2.015 1.149
H -3.442 0.449 1.094
H -3.448 -1.106 0.318
H -4.098 -0.530 3.243
H -2.822 -1.522 2.563
H -4.488 -2.083 2.487
H -6.844 1.145 0.510
H -5.408 1.673 1.315
H -7.228 -0.485 2.533
H -7.474 1.239 2.773
H -6.006 0.487 3.363
C 0.967 6.102 3.794
C -0.062 5.136 3.226
N -0.566 4.188 4.197
C -1.337 3.111 3.600
C -2.654 3.469 2.900
C -1.121 4.764 5.412
C -2.287 5.752 5.273
H 1.794 5.565 4.262
H 1.372 6.718 2.988
H 0.533 6.777 4.530
H 0.417 4.565 2.424
H -0.866 5.722 2.751
H -1.537 2.360 4.369
H -0.688 2.609 2.871
H -3.445 3.698 3.612
H -2.995 2.616 2.310
H -2.544 4.315 2.219
H -0.312 5.267 5.946
H -1.418 3.947 6.074
H -2.122 6.477 4.475
H -2.402 6.312 6.202
H -3.234 5.247 5.089
C -10.309 -6.863 2.983
C -8.810 -6.985 2.754
N -8.269 -5.925 1.923
C -6.911 -6.180 1.475
C -5.799 -6.250 2.529
C -8.540 -4.572 2.374
C -8.063 -4.168 3.776
H -10.845 -6.809 2.035
H -10.670 -7.735 3.528
H -10.565 -5.983 3.575
H -8.624 -7.935 2.246
H -8.307 -7.053 3.731
H -6.646 -5.423 0.730
H -6.922 -7.128 0.929
H -5.531 -5.264 2.908
H -4.898 -6.673 2.079
H -6.070 -6.886 3.372
H -9.619 -4.408 2.324
H -8.124 -3.876 1.639
H -8.280 -4.933 4.522
H -8.577 -3.255 4.087
H -6.995 -3.955 3.802
C 5.092 -2.693 -3.154
C 5.182 -4.192 -3.401
N 6.188 -4.541 -4.382
C 6.101 -5.923 -4.829
C 6.365 -7.032 -3.804
C 7.526 -4.044 -4.115
C 8.196 -4.444 -2.793
H 4.928 -2.155 -4.091
H 4.260 -2.479 -2.484
H 5.995 -2.301 -2.685
H 4.214 -4.532 -3.777
H 5.335 -4.700 -2.435
H 6.777 -6.054 -5.677
H 5.097 -6.069 -5.239
H 7.424 -7.131 -3.572
H 6.040 -7.989 -4.215
H 5.818 -6.874 -2.874
H 7.495 -2.950 -4.161
H 8.172 -4.332 -4.947
H 7.516 -4.362 -1.943
H 9.043 -3.783 -2.597
H 8.587 -5.459 -2.823

---

57
Properties=species:S:1:pos:R:3 method="wB97M-V/def2-TZVPD" total_charge=+4 homo_lumo_gap_ev=1.775 total_energy_ha=-1933.41832 homo_energy_ev=-16.5 mol_weight_g_mol=948.59
Ag 17.468 4.830 19.418
Ag 17.884 5.598 16.720
Ag 18.123 3.145 13.439
Ag 15.109 1.261 13.519
Ag 16.869 2.249 17.141
Ag 13.860 6.446 18.893
O 16.052 3.193 14.985
C 15.179 4.226 15.206
C 14.668 4.534 16.681
O 15.560 5.086 17.638
H 14.326 4.168 14.531
H 15.693 5.097 14.798
H 14.408 3.596 17.172
H 13.830 5.218 16.546
C 12.390 3.660 11.695
C 12.449 3.910 10.144
C 13.660 4.881 9.680
O 13.678 5.167 8.283
C 12.586 5.896 7.805
N 12.722 2.632 9.493
H 12.019 4.574 12.158
H 13.398 3.370 11.992
H 11.766 2.785 11.876
H 11.487 4.318 9.834
H 14.568 4.336 9.938
H 13.529 5.717 10.367
H 12.360 5.463 6.831
H 12.931 6.914 7.623
H 11.739 5.886 8.490
H 12.893 2.864 8.525
H 11.894 2.055 9.443
C 10.837 5.256 15.793
C 10.371 4.577 14.519
O 8.944 4.449 14.477
H 11.264 4.560 16.515
H 10.148 5.968 16.248
H 11.730 5.845 15.586
H 10.880 3.634 14.320
H 10.700 5.360 13.837
H 8.824 3.582 14.873
C 12.521 0.759 16.427
C 12.443 -0.231 15.283
O 12.895 0.409 14.077
H 12.077 1.705 16.119
H 13.502 0.920 16.875
H 11.931 0.269 17.201
H 11.404 -0.501 15.093
H 12.988 -1.154 15.481
H 12.123 0.600 13.539
C 15.395 1.936 19.891
O 16.344 2.571 19.506
N 15.279 1.366 21.064
N 14.290 1.970 19.338
H 16.054 1.557 21.683
H 14.860 0.454 21.174
H 13.593 1.298 19.626
H 14.110 2.556 18.536

---

56
Properties=species:S:1:pos:R:3 method="wB97M-V/def2-TZVPD" smiles="C[C@H](NC(=O)c1nc[nH]c1C(=O)N1CCc2ccccc2C1)C(=O)OCc1ccccc1" total_charge=0 homo_lumo_gap_ev=9.656 total_energy_ha=-1449.03285 homo_energy_ev=-8.9 e_above_lowest_ev=0.115 mol_weight_g_mol=432.48
C 2.994 1.425 -1.695
C 2.078 0.482 -0.903
N 1.069 1.208 -0.183
C -0.242 1.155 -0.495
O -0.686 0.518 -1.437
C -1.062 1.981 0.409
C -2.426 2.224 0.410
N -2.620 3.157 1.389
C -1.418 3.417 1.950
N -0.468 2.730 1.387
H -1.278 4.102 2.761
H -3.511 3.587 1.586
C -3.570 1.874 -0.468
O -4.304 2.776 -0.854
N -3.762 0.585 -0.784
C -3.080 -0.541 -0.200
C -4.027 -1.651 0.183
C -5.365 -1.645 -0.199
C -6.183 -2.705 0.174
C -5.686 -3.761 0.914
C -4.352 -3.768 1.289
C -3.532 -2.719 0.923
H -2.490 -2.719 1.211
H -3.954 -4.590 1.865
H -6.334 -4.578 1.195
H -7.222 -2.697 -0.124
C -5.920 -0.498 -0.995
C -4.796 0.228 -1.728
H -5.158 1.145 -2.195
H -4.358 -0.424 -2.491
H -6.666 -0.856 -1.706
H -6.417 0.205 -0.318
H -2.529 -0.211 0.684
H -2.341 -0.926 -0.917
H 1.335 1.719 0.649
C 2.936 -0.315 0.073
O 2.977 -0.112 1.258
O 3.645 -1.237 -0.571
C 4.598 -1.996 0.191
C 5.945 -1.325 0.150
C 6.878 -1.673 -0.818
C 8.098 -1.023 -0.879
C 8.392 -0.014 0.023
C 7.463 0.342 0.986
C 6.244 -0.309 1.051
H 5.517 -0.030 1.798
H 7.689 1.129 1.690
H 9.344 0.493 -0.025
H 8.819 -1.303 -1.632
H 6.646 -2.457 -1.525
H 4.236 -2.080 1.221
H 4.629 -2.979 -0.283
H 1.566 -0.200 -1.590
H 2.400 1.997 -2.402
H 3.497 2.113 -1.018
H 3.740 0.850 -2.237